# 1
The ion C5H13N2 with charge +1 at a distorted geometry. Source: OMol25; level of theory: ωB97M-V/def2-TZVPD.

Computed properties:
**ΔE to the lowest compared entry with this formula, charge and spin**: 39.08 kcal per mole
**Multiplicity**: 1
**Gap between HOMO and LUMO**: 0.3989 hartree
**Total energy**: -307.55932 a.u.
**Structure (SMILES)**: C=NCC[C@@H](C)[NH3+]
**Net charge**: +1

Structure (XYZ):
```
20
Properties=species:S:1:pos:R:3:forces:R:3
C -0.7217 -2.8602 -0.1054 -1.0 -1.1 0.9
N -0.6568 -1.7884 -0.7469 1.3 1.0 -0.2
C -1.5150 -0.6746 -0.3062 0.1 -0.9 -0.3
C -0.6939 0.2514 0.5636 -1.0 1.2 0.2
C 0.3109 1.1374 -0.1519 1.0 -0.8 0.0
C 1.0571 2.0060 0.8372 0.1 0.4 -0.5
N 1.3692 0.2983 -0.9195 -0.9 -0.8 0.3
H -0.0607 -3.7326 -0.1518 0.2 0.6 -0.7
H -1.5345 -3.0246 0.6094 -0.1 0.1 0.2
H -1.8752 -0.1317 -1.1664 0.0 0.2 -0.5
H -2.4038 -1.0666 0.1819 -0.1 0.1 0.5
H -1.3721 1.0232 0.9650 -0.1 -0.3 -0.1
H -0.3191 -0.2102 1.4757 0.4 -0.3 -0.2
H -0.1405 1.6977 -0.9782 -0.3 0.1 0.5
H 1.7318 2.6650 0.3212 0.3 0.5 -0.4
H 0.3406 2.6449 1.3400 0.0 0.0 0.4
H 1.7076 1.4599 1.5265 -0.6 -0.2 0.2
H 2.2507 0.2618 -0.4266 0.2 -0.2 0.4
H 0.9586 -0.6720 -1.0518 0.2 0.4 -0.1
H 1.5668 0.7150 -1.8157 0.0 0.1 -0.5
```
Positions in Å, forces in eV/Å.

***

# 2
A cluster of 2 separate species, C4H7NO in total. Source: OMol25; level of theory: ωB97M-V/def2-TZVPD.

Computed properties:
**ΔE to the lowest compared entry with this formula, charge and spin**: 135.44 kcal per mole
**Multiplicity**: 1
**Gap between HOMO and LUMO**: 0.3726 hartree
**Total energy**: -286.41581 a.u.
**Structure (SMILES)**: O[C@H]1C[C@]12C=N2.[H][H]

Structure (XYZ):
```
13
Properties=species:S:1:pos:R:3:forces:R:3
O -1.3778 -1.4104 -0.6223 0.2 -0.2 0.1
C -0.8431 -0.1547 -0.8697 0.1 0.2 -0.3
C -1.1447 0.9838 0.0930 -0.4 0.2 0.1
C 0.1759 0.3453 0.0829 -0.6 0.3 0.4
C 1.2863 0.6825 0.8785 0.1 -0.2 0.2
N 0.7239 -0.3447 1.3392 0.2 0.6 0.2
H -1.0236 -1.7119 0.2272 -0.1 0.0 -0.1
H -0.8536 0.0709 -1.9327 0.2 -0.1 0.1
H -1.7122 0.7919 0.9972 -0.4 0.0 -0.2
H -1.1420 1.9994 -0.2972 -0.3 -0.1 0.0
H 1.8942 1.5120 1.2022 0.6 -0.3 -0.1
H 2.0680 -1.4998 -0.2028 0.1 -0.2 -0.3
H 1.9486 -1.2643 -0.8955 0.1 -0.2 -0.1
```
Positions in Å, forces in eV/Å.

***

# 3
A cluster of 2 separate species, N2O7 in total at a distorted geometry. Source: OMol25; level of theory: ωB97M-V/def2-TZVPD.

Computed properties:
**ΔE to the lowest compared entry with this formula, charge and spin**: 0.00 kcal per mole
**Multiplicity**: 1
**Gap between HOMO and LUMO (alpha / beta)**: 0.2950 / 0.3072 hartree
**Total energy**: -635.66370 a.u.

Structure (XYZ):
```
9
Properties=species:S:1:pos:R:3:forces:R:3
N -0.7164 1.2022 0.2786 -0.6 1.8 -1.3
N -1.5289 -0.3488 0.3742 -0.1 2.2 -2.6
O -2.0408 -0.5102 -0.6949 -0.4 -1.3 0.3
O -1.5367 -0.9080 1.3965 0.0 -1.2 1.5
O -1.0696 1.7155 -0.7023 0.7 -1.5 2.3
O 1.7992 1.2258 -0.0271 0.2 -2.1 -0.4
O 1.5310 -1.4947 0.7068 0.1 1.1 -0.4
O 1.8331 0.2790 -0.8644 0.3 4.2 -0.5
O 1.7290 -1.1608 -0.4673 -0.3 -3.2 1.1
```
Positions in Å, forces in eV/Å.

***

# 4
A structure of composition C24H48GaO6 at a distorted geometry. Source: OMol25; level of theory: ωB97M-V/def2-TZVPD.

Computed properties:
**Multiplicity**: 1
**Gap between HOMO and LUMO**: 0.2405 hartree
**Total energy**: -3319.46694 a.u.
**Net charge**: -1

Structure (XYZ):
```
79
Properties=species:S:1:pos:R:3:forces:R:3
C 2.9943 2.9818 2.5395 0.8 -0.2 -0.5
C 3.4564 3.5650 1.1482 -1.5 -0.6 0.5
O 2.6395 3.5483 0.2668 0.8 0.5 -0.2
O 4.7519 4.0588 0.9557 -0.7 -1.4 0.6
C 5.5368 3.2051 0.0642 1.0 0.5 -1.0
C 6.6264 2.3436 0.8040 -0.6 -0.2 1.0
C 6.2510 0.8173 1.0544 0.7 0.6 -0.2
C 5.8661 0.0118 -0.2323 0.3 -0.9 -0.4
C 4.9560 -1.2598 0.0074 0.8 0.1 0.3
Ga 3.2894 -0.7600 1.0764 -0.2 0.1 -0.8
O 3.4379 -0.9878 2.9513 -0.1 0.5 0.0
C 1.5213 -1.6379 0.3826 -1.1 0.2 0.9
C 0.4303 -0.6142 0.8156 0.0 -0.3 -0.8
C -0.1294 -0.6279 2.1642 -0.9 1.2 -0.3
C -1.1081 0.3531 2.5952 0.9 0.6 -2.5
C -1.5065 1.3877 1.6319 1.1 -1.4 -0.4
C -0.9596 1.3861 0.2862 0.8 -0.8 0.0
C -1.3766 2.4960 -0.7289 0.4 -0.3 1.2
C 0.0220 0.3872 -0.1629 -1.6 0.3 3.2
H 3.8763 2.4713 2.9993 -0.7 0.7 0.1
H 2.5129 3.7532 3.1862 0.7 -0.4 -0.4
H 2.2327 2.1824 2.3324 0.7 0.9 -0.1
H 6.0906 3.9209 -0.6099 -0.7 -0.6 0.6
H 4.8355 2.6343 -0.5885 0.6 0.2 0.7
H 6.7231 2.7972 1.8350 0.0 -0.3 -1.0
H 7.6410 2.4606 0.3366 -1.0 -0.2 0.1
H 5.4973 0.8058 1.8786 0.2 -0.3 -0.9
H 7.1834 0.3447 1.4825 -1.0 0.4 -0.3
H 5.4016 0.6226 -1.0525 0.3 -0.2 1.0
H 6.8380 -0.3732 -0.6733 -0.8 0.6 0.3
H 5.5577 -1.9879 0.6294 -0.5 0.4 -0.8
H 4.7152 -1.7136 -0.9980 0.2 0.3 1.1
H 3.0535 0.8240 0.8103 0.1 -0.1 0.0
H 3.1735 -0.1284 3.3246 0.1 -0.6 -0.1
H 1.5320 -1.8119 -0.7195 0.0 0.4 0.8
H 1.3594 -2.6373 0.8788 0.1 0.9 -0.3
H 0.1946 -1.4026 2.9018 -0.1 0.7 -0.9
H -1.5388 0.3836 3.6202 0.5 -0.2 -0.9
H -2.2272 2.1922 1.9082 0.6 -0.8 -0.2
H -0.5281 3.2242 -0.8141 -0.7 -0.6 -0.2
H -2.2390 3.0513 -0.2816 0.5 -0.5 -0.8
H -1.5933 2.0298 -1.7192 0.0 0.6 0.7
H 0.4511 0.3944 -1.1894 -0.4 0.0 1.0
C 1.8138 -3.3566 -4.8188 0.0 0.2 -0.2
C 2.9071 -3.6671 -3.8071 -0.6 -0.4 0.2
C 3.2090 -5.1576 -3.7595 0.3 -0.1 0.0
O 2.5017 -3.2228 -2.5177 0.3 0.1 -0.1
H 0.8812 -3.8628 -4.5510 0.1 -0.1 0.0
H 1.6003 -2.2859 -4.8349 0.1 0.0 0.0
H 2.1044 -3.6705 -5.8246 0.0 0.0 0.0
H 3.8144 -3.1169 -4.0666 0.0 0.1 0.2
H 2.3231 -5.7241 -3.4562 -0.1 0.1 -0.1
H 3.9872 -5.3669 -3.0227 0.0 0.1 -0.1
H 3.5414 -5.5256 -4.7335 0.0 0.0 0.0
H 1.6994 -3.7017 -2.2752 0.1 0.1 0.1
C -5.5162 3.2198 -2.0478 0.3 0.0 -0.1
C -5.6286 2.2035 -0.9217 -0.5 0.4 -0.1
C -7.0108 1.5734 -0.8762 0.0 -0.3 0.1
O -5.3572 2.8444 0.3242 0.3 -0.2 0.1
H -6.2327 4.0356 -1.9082 -0.1 -0.1 0.0
H -4.5211 3.6697 -2.0597 0.0 -0.1 0.0
H -5.7014 2.7555 -3.0191 0.0 0.0 0.0
H -4.8754 1.4238 -1.0552 0.1 0.1 0.2
H -7.7810 2.3306 -0.6968 0.1 0.1 -0.1
H -7.0742 0.8555 -0.0555 0.0 0.0 -0.1
H -7.2417 1.0574 -1.8115 0.0 0.0 0.0
H -6.0177 3.5359 0.4515 0.0 -0.1 0.0
C -6.2457 -2.4890 3.2811 -0.2 -0.1 0.2
C -6.7855 -2.0121 1.9414 0.7 0.1 0.1
C -5.8721 -2.4283 0.7982 -0.1 0.0 -0.2
O -6.9113 -0.5915 1.9568 -0.3 0.0 0.0
H -5.2630 -2.0524 3.4816 0.0 -0.1 -0.1
H -6.9048 -2.1746 4.0935 0.0 0.0 -0.1
H -6.1550 -3.5773 3.3059 0.0 0.0 0.0
H -7.7855 -2.4224 1.7812 0.0 0.2 0.0
H -4.8768 -1.9897 0.9160 0.0 -0.1 0.1
H -6.2656 -2.0708 -0.1561 0.0 -0.1 0.1
H -5.7702 -3.5148 0.7492 0.0 0.0 0.0
H -6.0321 -0.2160 2.0977 -0.1 0.0 0.0
```
Positions in Å, forces in eV/Å.